Molecular formula: C45H49I2N13O2P2RbS
Method: DFT, wB97M-V/def2-TZVPD

Element x y z (Å)
Rb  0.952  -1.413  -0.082
C  0.565  5.789  1.329
C  1.018  4.817  2.415
N  0.312  3.549  2.368
C  0.539  2.623  1.374
S  -0.772  1.538  1.065
N  1.683  2.786  0.735
N  2.072  1.785  -0.102
C  2.924  2.133  -1.003
C  3.394  3.549  -1.206
C  3.539  1.067  -1.838
C  4.624  1.367  -2.670
C  5.229  0.358  -3.398
C  4.747  -0.935  -3.289
C  3.660  -1.141  -2.454
N  3.063  -0.182  -1.761
H  1.099  6.738  1.404
H  0.751  5.363  0.341
H  -0.506  5.994  1.412
H  2.083  4.613  2.317
H  0.853  5.248  3.405
H  -0.659  3.573  2.637
H  2.719  4.230  -0.695
H  4.397  3.703  -0.796
H  3.439  3.804  -2.269
H  5.002  2.377  -2.730
H  6.076  0.581  -4.036
H  5.195  -1.761  -3.826
H  3.244  -2.138  -2.328
I  4.750  -1.638  4.109
C  2.862  -2.501  4.225
C  2.348  -2.864  5.469
C  1.120  -3.464  5.588
I  0.444  -3.972  7.499
C  0.345  -3.731  4.431
C  -0.912  -4.377  4.445
C  -1.578  -4.609  3.276
C  -0.995  -4.176  2.073
N  0.163  -3.567  2.017
C  0.854  -3.345  3.162
C  2.175  -2.701  3.008
O  2.622  -2.395  1.877
H  2.937  -2.668  6.355
H  -1.333  -4.692  5.392
H  -2.538  -5.111  3.267
H  -1.512  -4.322  1.128
C  4.598  -4.026  -0.148
P  2.775  -4.204  -0.307
C  2.528  -5.588  0.876
C  2.697  -5.177  -1.895
C  1.232  -5.383  -2.305
P  0.334  -3.775  -2.525
C  0.917  -3.330  -4.217
C  -1.322  -4.437  -2.983
H  4.975  -3.338  -0.907
H  5.116  -4.984  -0.249
H  4.810  -3.590  0.829
H  3.211  -6.415  0.661
H  1.498  -5.945  0.839
H  2.711  -5.224  1.887
H  3.219  -6.136  -1.812
H  3.218  -4.597  -2.666
H  0.704  -5.927  -1.514
H  1.142  -5.981  -3.218
H  0.855  -4.175  -4.908
H  1.946  -2.967  -4.190
H  0.301  -2.512  -4.595
H  -1.261  -5.206  -3.758
H  -1.947  -3.620  -3.347
H  -1.808  -4.856  -2.101
C  -4.643  -0.979  2.369
N  -3.839  -1.264  1.206
C  -2.511  -1.412  1.130
N  -2.157  -1.729  -0.097
C  -3.342  -1.754  -0.750
N  -4.396  -1.487  -0.006
C  -5.069  0.463  2.526
C  -6.059  0.738  3.463
C  -6.455  2.042  3.713
C  -5.864  3.084  3.024
C  -4.879  2.813  2.079
C  -4.478  1.504  1.824
C  -4.271  3.952  1.389
N  -4.478  5.202  1.624
N  -3.674  5.903  0.734
C  -3.049  5.018  0.038
O  -3.379  3.754  0.391
C  -2.084  5.259  -1.036
C  -1.799  6.580  -1.365
C  -0.894  6.850  -2.376
C  -0.283  5.806  -3.052
C  -0.562  4.483  -2.725
C  0.208  3.411  -3.465
N  -0.309  2.069  -3.347
C  -0.234  1.262  -2.284
N  -0.761  0.090  -2.567
C  -1.162  0.246  -3.853
N  -0.914  1.430  -4.377
C  -1.464  4.207  -1.706
H  -4.058  -1.278  3.241
H  -5.520  -1.625  2.323
H  -1.854  -1.268  1.974
H  -3.434  -1.966  -1.803
H  -6.519  -0.080  4.007
H  -7.224  2.245  4.448
H  -6.152  4.111  3.203
H  -3.687  1.311  1.110
H  -2.290  7.377  -0.824
H  -0.665  7.874  -2.639
H  0.426  6.019  -3.844
H  1.234  3.401  -3.092
H  0.242  3.635  -4.530
H  0.174  1.555  -1.330
H  -1.644  -0.528  -4.429
H  -1.672  3.188  -1.404

**Multiplicity**: 1
**Charge**: -1
**Max |F|**: 0.63 eV/A
**Frontier orbital gap**: 6.28 eV
**E_LUMO**: 1.88 eV
**Total energy**: -4307.03173 a.u.